Density functional theory data (ωB97M-V/def2-TZVPD) for C5H6O in the gas phase in a non-equilibrium geometry.

Its energy relative to the best compared isomer or geometry (same formula, charge and spin) is 99.5 kcal/mol. For the largest force on an atom, the calculation gives 1.5 eV/Å. The calculation puts the lowest unoccupied orbital energy at 0.46 eV. The total energy comes out at -7324.969 eV. The value obtained for the HOMO energy is -9.9 eV. Its SMILES is C#C[C@]1(C)CO1. The value obtained for the HOMO-LUMO gap is 10.32 eV. Its multiplicity is 1.

Geometry (Å):
C 1.04 -0.93 0.33
C 0.04 0.07 -0.21
C -0.92 -0.19 -1.26
O -1.32 -0.28 0.10
C 0.41 1.48 0.11
C -0.13 1.87 1.13
H 1.06 -0.86 1.42
H 2.04 -0.71 -0.05
H 0.73 -1.94 0.05
H -0.88 -1.13 -1.80
H -1.33 0.67 -1.79
H -0.72 1.94 2.01

In elementary charge units, the Löwdin charges are:
1 C -0.015
2 C -0.564
3 C -0.098
4 O -0.043
5 C -0.022
6 C 0.171
7 H 0.094
8 H 0.088
9 H 0.088
10 H 0.115
11 H 0.121
12 H 0.064